1.
ORCA calculation (ωB97M-V/def2-TZVPD) on a cluster of 11 separate species, C44H66O33 in total at a distorted geometry.

Results
Charge = 0
ΔE to the lowest compared entry with this formula, charge and spin = 752.6 kJ/mol
Total energy = -4199.080714 a.u.
HOMO level = -10.05 eV

CARTESIAN COORDINATES (ANGSTROEM)
O  -0.6067  -0.4479  -1.7538
O  1.3243  -1.0982  -2.8525
O  2.8817  -1.8748  5.2609
O  3.5905  6.4284  5.4721
O  -1.4269  -6.1001  -1.6876
O  -3.5970  -0.9456  1.9825
O  -2.6411  0.1989  -4.8037
O  -3.0861  4.8355  0.5427
O  3.9645  4.9146  -4.8107
O  -2.0152  3.4720  1.8420
O  -3.4877  -1.4456  -3.3921
O  -2.3368  -2.8149  2.5000
O  -1.8225  3.1756  -0.3979
O  3.3769  4.4118  4.3425
O  1.0695  -1.3452  -0.5612
O  -4.1861  -2.2077  3.6691
O  1.7596  -5.6076  -6.5233
O  3.7406  2.9692  -3.7677
O  4.5189  -0.9975  -5.3856
O  0.8216  -1.6673  4.4722
O  0.1539  2.1430  5.3503
O  4.7287  4.8257  -2.6977
O  0.7324  -5.6741  -1.4841
O  -3.3382  0.6213  -2.7330
O  -0.7646  -4.3316  -0.6612
O  0.5174  0.7073  6.8776
O  2.2947  1.4416  5.8472
O  1.4517  -3.3203  6.0598
O  3.3944  -2.9054  -4.9986
O  -0.0023  -4.9532  -5.2324
O  4.6636  6.0586  3.5113
O  0.7600  -3.5870  -6.8054
O  4.8442  -2.2742  -3.5922
C  2.0231  1.9278  -4.8895
C  -3.2141  -2.0032  2.8277
C  -0.8103  -3.8552  -5.1392
C  -2.2623  4.6624  2.6513
C  -5.3547  -1.5074  3.2816
C  0.0051  -1.0475  0.3864
C  -1.7845  1.1869  4.5029
C  -3.4536  -6.5341  -0.4382
C  0.6812  -0.9904  -1.8117
C  0.9469  -4.7861  -6.1644
C  -1.1199  -0.3647  -0.3541
C  -0.9160  0.8105  6.8255
C  -2.0257  1.4379  -4.4356
C  -1.9978  2.3412  -5.6576
C  0.5093  -0.1906  1.5905
C  2.6791  3.5081  2.0695
C  4.2627  4.2313  -3.6909
C  3.5809  -2.6950  6.2492
C  3.8035  5.7227  4.4897
C  3.3249  -3.9681  -4.0411
C  2.4995  -3.3439  6.9705
C  -1.2062  -2.0741  -6.8408
C  4.2958  -1.7628  7.1704
C  -2.7168  -5.5469  -1.3078
C  -0.1456  -2.7807  -5.9981
C  3.8104  4.0231  2.9767
C  -3.1596  -0.3121  -3.6683
C  -5.6656  0.2046  1.4546
C  4.3246  5.2709  2.3536
C  -2.9529  1.8847  -3.3175
C  -0.3891  -5.3876  -1.2772
C  -3.9580  6.5548  2.3204
C  3.2976  2.7370  -5.0066
C  -2.8246  5.6555  1.6684
C  4.3874  -3.4556  -3.0480
C  -1.1700  1.8644  5.7318
C  -2.1733  -4.1293  -0.8219
C  4.3060  -1.9678  -4.6885
C  -2.2582  3.7235  0.6427
C  -4.7612  -0.3705  2.4927
C  3.1860  4.0804  -5.7301
C  3.9218  -3.1022  -1.6177
C  1.0586  1.4068  5.9754
C  1.6307  -2.2719  5.1649
H  3.6612  -4.8090  -4.6478
H  3.7251  -2.0628  -1.3547
H  1.3508  2.3373  -4.1356
H  -2.8088  1.4830  4.2765
H  1.3821  2.1982  -5.7287
H  -2.1092  -0.7968  -0.2036
H  -2.9299  2.4975  -6.2005
H  -1.5545  3.3299  -5.5388
H  2.9770  3.4167  1.0249
H  2.1602  -2.8086  7.8572
H  -2.8905  -6.6724  0.4848
H  -1.6281  -2.5885  -7.7042
H  -3.1908  -5.2628  -2.2473
H  -0.2763  -0.2025  2.3461
H  -1.3805  5.1086  3.1113
H  3.5219  -1.2328  7.7256
H  4.9839  -2.1793  7.9061
H  1.2937  -0.7940  2.0473
H  -3.7020  7.1798  3.1759
H  -4.8086  5.8998  2.5094
H  -4.4826  -6.2560  -0.2104
H  -4.3051  0.3029  3.2185
H  -1.7354  0.0981  4.4867
H  -3.0740  4.5924  3.3754
H  4.1134  2.1615  -5.4440
H  4.2635  -3.3731  5.7369
H  2.5448  -4.4015  7.2306
H  -3.4528  -7.5277  -0.8864
H  4.7811  -0.9199  6.6784
H  4.6086  3.3213  3.2185
H  -3.8011  2.4980  -3.6218
H  3.6080  4.0760  -6.7351
H  -6.3537  0.9427  1.8666
H  -0.8469  -3.5060  -4.1073
H  5.2894  5.2173  1.8491
H  -0.7786  -1.1207  -7.1511
H  -1.5138  1.7954  -6.4674
H  -1.7351  2.7620  5.9828
H  -4.2496  7.2772  1.5581
H  -2.4049  -3.3841  -1.5829
H  2.3169  2.5663  2.4817
H  -2.5682  -3.9102  0.1701
H  2.1365  4.3282  -5.8883
H  -5.8315  -0.9615  4.0957
H  -1.1905  1.2096  7.8019
H  -1.9818  -1.6564  -6.1988
H  4.5918  -3.5263  -0.8699
H  -1.8222  -4.0574  -5.4903
H  -0.4011  -1.9455  0.8518
H  2.1977  0.8612  -4.7480
H  -1.0323  1.0890  -4.1535
H  -1.4716  -0.1256  6.7683
H  0.8489  0.8199  1.3631
H  -6.0585  -2.0827  2.6801
H  -1.0581  0.7199  -0.2651
H  3.6131  5.6778  1.6350
H  -6.1548  -0.6193  0.9350
H  -1.1847  1.5051  3.6502
H  -5.1575  0.7445  0.6556
H  5.1462  -4.2380  -3.0560
H  -2.3672  2.5621  -2.6961
H  0.5065  -2.0443  -5.5283
H  1.8472  4.2056  2.1668
H  2.9209  -3.5006  -1.4519
H  2.3492  -3.8832  -3.5627
H  -1.9396  6.2724  1.5129



2.
ORCA calculation (ωB97M-V/def2-TZVPD) on a cluster of 17 separate species, C44H67BN18O5 in total at a distorted geometry.

Results
Charge = 0
ΔE to the lowest compared entry with this formula, charge and spin = 0.0 kJ/mol
Total energy = -3103.239402 a.u.
HOMO level = -6.62 eV

CARTESIAN COORDINATES (ANGSTROEM)
O  0.5649  4.4978  1.9727
O  4.2162  2.6759  3.4821
O  4.0946  -0.2033  0.9666
O  2.6787  4.1448  2.7094
O  5.0043  1.6011  -0.4302
N  -4.4260  -2.2623  1.1758
N  0.1830  4.5218  7.5646
N  -0.3871  -3.9665  2.3831
N  -4.7097  4.4887  -6.8668
N  0.1262  -0.5592  6.6710
N  6.7358  -5.1330  -2.0428
N  -2.5032  3.0477  3.8105
N  -7.4919  -5.8703  -6.7270
N  1.1129  -3.1488  2.1062
N  -2.0356  -0.0016  2.7629
N  -0.8877  1.6470  -2.7421
N  -5.0417  1.1502  -3.5565
N  -4.3248  -4.4927  -2.3528
N  8.2415  -3.5161  2.5210
N  2.5572  0.8749  -6.4689
N  5.9086  4.6123  0.9257
N  -6.2833  2.1509  1.7129
N  -2.0219  -2.4643  -5.6372
C  5.5140  5.6792  1.0591
C  -0.2672  0.5148  6.7483
C  1.9667  0.3084  -7.2727
C  0.5002  -0.0655  -4.1634
C  -0.5894  1.3190  1.1590
C  -2.1826  4.3242  -6.1746
C  -1.3095  -4.6448  2.5514
C  6.8642  -4.8276  0.7089
C  5.0038  7.0538  1.2311
C  -6.0907  -1.3245  2.9788
C  -3.6131  3.1294  4.0883
C  -3.6049  4.4169  -6.5663
C  0.3969  1.1475  -0.0356
C  7.6390  -4.0888  1.7304
C  -5.4929  1.4941  -6.1169
C  -4.5834  3.2903  0.0695
C  1.4286  -2.9364  3.2426
C  0.9357  5.0069  6.8475
C  -3.6466  -1.5338  -3.7892
C  -0.2807  0.8976  -3.3631
C  1.7762  -2.6740  4.6541
C  -3.4618  -4.6918  -1.6253
C  -5.5404  2.6491  0.9937
C  3.2269  2.2584  1.2769
C  1.2028  -0.4215  -8.3064
C  -2.3493  -4.9484  -0.6892
C  6.0519  -0.4021  2.5475
C  5.4022  -0.7620  1.1496
C  1.2287  2.4502  -0.3896
C  1.9022  5.6315  5.9210
C  -6.6284  -6.0687  -5.9992
C  -0.7648  1.9020  6.8480
C  3.4775  3.0037  2.6061
C  2.0496  2.8102  0.8723
C  -5.1495  -1.8482  1.9686
C  7.8576  -5.0792  -2.2726
C  -5.5157  -6.3245  -5.0610
C  -2.4836  -5.5179  2.8134
C  -2.7309  -2.0544  -4.8274
C  9.3041  -5.0099  -2.5646
C  -5.2448  1.3006  -4.6750
C  -5.0436  3.2339  4.4310
C  -0.9796  -0.1036  1.7253
C  1.5844  3.9010  1.8638
B  4.1370  1.1286  0.5797
H  -2.4212  -4.2797  0.1680
H  -0.1936  0.7919  -0.9184
H  -2.3879  -5.9798  -0.3399
H  -5.3210  2.4397  5.1235
H  -4.6789  -1.6455  -4.1155
H  -3.5731  3.2103  0.4710
H  -6.4160  2.0524  -6.2628
H  0.1690  -1.0810  -3.9469
H  0.0074  2.5919  6.5335
H  -5.5943  -5.6598  -4.2014
H  -5.8964  -0.2660  3.1502
H  -1.5659  4.8640  -6.8919
H  -4.8369  4.3426  -0.0529
H  -7.1144  -1.4463  2.6276
H  2.8212  -2.3674  4.7357
H  -3.4432  -0.4816  -3.6088
H  -5.5788  0.5268  -6.6123
H  -1.6369  2.0281  6.2066
H  -5.5520  -7.3574  -4.7167
H  1.8233  5.1695  4.9367
H  -4.6219  2.7973  -0.9021
H  6.1427  -0.4847  0.3662
H  1.9012  2.1755  -1.2406
H  -4.5632  -6.1490  -5.5597
H  4.1040  7.1910  0.6329
H  1.6931  6.6969  5.8330
H  5.6698  -1.1518  3.2744
H  4.7658  7.2305  2.2791
H  -1.8722  3.2800  -6.1516
H  -2.2167  -6.5603  2.6390
H  1.6210  -3.5733  5.2575
H  2.9151  5.4961  6.2979
H  1.1416  -1.8756  5.0397
H  -5.6394  3.1365  3.5225
H  5.3290  -1.8791  1.1335
H  -2.8122  -5.4040  3.8466
H  9.4582  -4.8432  -3.6298
H  -5.2434  4.1982  4.8977
H  5.4435  2.3696  -0.0107
H  6.4801  -4.1366  -0.0340
H  -0.1803  1.8858  2.0270
H  0.3816  -0.9689  -7.8422
H  -5.9669  -1.8674  3.9152
H  1.8556  -1.1264  -8.8191
H  -3.5060  -2.0872  -2.8626
H  5.7656  0.6082  2.9197
H  6.0282  -5.3434  1.1808
H  1.5585  0.0241  -3.9222
H  0.7975  0.2821  -9.0322
H  7.1611  -0.4279  2.4391
H  -0.0981  -0.5732  2.2274
H  -1.3974  -4.7804  -1.1916
H  -2.8813  -0.4842  2.4592
H  0.5128  3.2461  -0.6891
H  -1.0425  2.1241  7.8763
H  -1.5321  1.8368  0.8496
H  -2.2427  0.9669  2.9902
H  -1.3254  -0.7755  0.9016
H  0.3571  0.1346  -5.2215
H  9.7550  -4.1901  -2.0063
H  1.1435  0.3441  0.2129
H  9.7846  -5.9442  -2.2767
H  -4.6706  2.0487  -6.5588
H  -2.0427  4.7583  -5.1856
H  7.5007  -5.5576  0.2209
H  5.7584  7.7708  0.9104
H  -3.3021  -5.2440  2.1484



3.
ORCA calculation (ωB97M-V/def2-TZVPD) on a cluster of 13 separate species, C44H70O43S4 in total at a distorted geometry.

Results
Charge = 0
ΔE to the lowest compared entry with this formula, charge and spin = 740.0 kJ/mol
Total energy = -6546.424826 a.u.
HOMO level = -10.29 eV

CARTESIAN COORDINATES (ANGSTROEM)
S  -12.9333  26.1873  19.8585
S  -8.8977  21.4127  14.3534
S  -4.3568  21.1035  21.1513
S  -10.4093  15.2881  13.4762
O  -5.0864  12.8329  26.0477
O  -6.5474  12.0011  24.7100
O  -3.5642  19.7728  21.6390
O  -14.0771  26.0058  18.6904
O  -12.0944  24.9560  20.0033
O  -10.1097  22.0072  13.4369
O  -14.6803  11.9336  18.1563
O  -6.8376  27.7914  20.1000
O  -6.9891  26.8570  22.0641
O  -4.9485  17.0099  17.9616
O  -12.4331  27.3834  24.7584
O  -17.4779  21.0083  19.7565
O  -3.1431  22.0733  21.6676
O  -14.4154  26.9993  25.7804
O  -9.3616  15.8683  12.6682
O  -14.2938  10.8103  16.1834
O  -16.6451  20.3692  27.2499
O  -5.1722  14.9601  18.7493
O  -10.7296  15.7698  14.8144
O  -4.3830  18.8978  27.9008
O  -11.8532  15.2743  12.6635
O  -4.3024  21.1282  19.7049
O  -8.4626  22.2663  15.4225
O  -15.9820  12.2305  16.4466
O  -7.8110  21.4727  13.0512
O  -6.9914  29.1681  21.9427
O  -18.3637  21.6067  26.9645
O  -5.5946  21.2899  21.9078
O  -2.5940  17.9204  26.8826
O  -4.5230  18.6326  25.8462
O  -12.3008  27.4717  19.7132
O  -12.5765  25.8675  26.3743
O  -19.1042  21.2499  18.1787
O  -10.5162  18.5341  20.3606
O  -6.1206  10.7267  26.5303
O  -10.3369  13.5966  13.3824
O  -19.4432  22.1618  20.1158
O  -18.7529  19.5409  27.6361
O  -3.1831  16.0823  19.0509
O  -14.1306  26.2119  21.0531
O  -10.6749  17.3084  22.3972
O  -11.1344  19.5178  22.2235
O  -9.1905  20.0274  14.6685
C  -11.1409  25.8993  26.1114
C  -5.5372  19.5795  26.0703
C  -12.5134  14.0659  12.8429
C  -10.6056  24.4901  25.7651
C  -10.7542  18.3806  21.7067
C  -7.6326  14.7294  18.6929
C  -6.3879  15.2440  18.0524
C  -17.9612  20.4173  27.3448
C  -14.8937  11.6189  16.9060
C  -11.4054  12.9833  12.8035
C  -13.2444  26.7479  25.5790
C  -16.1142  21.6554  26.9423
C  -5.1028  13.7797  24.9841
C  -20.2731  21.9975  18.0538
C  -4.3598  16.0341  18.6178
C  -6.1395  13.1090  24.0332
C  -9.9503  21.8725  12.0142
C  -6.7681  18.9542  25.3131
C  -3.6870  18.5002  26.8777
C  -21.3514  21.0998  17.3782
C  -11.0871  26.9214  25.0472
C  -8.5330  21.2944  11.8255
C  -6.9977  28.0241  21.4068
C  -7.0663  25.7807  21.1725
C  -3.6885  13.9561  24.4160
C  -15.6567  12.8159  18.5528
C  -15.4205  25.9439  19.1650
C  -5.6015  19.4642  27.6386
C  -15.3190  25.4949  20.5948
C  -5.8978  25.8674  18.8441
C  -2.1769  19.9646  21.4128
C  -17.3085  22.5495  27.0132
C  -1.8952  21.3822  21.8631
C  -7.0144  26.3985  19.7539
C  -15.4407  21.5863  25.5430
C  -15.1285  14.1137  19.1763
C  -10.8822  19.8100  19.9551
C  -11.2189  20.5730  21.2405
C  -12.1013  19.6415  18.9229
C  -18.5439  21.4114  19.3715
C  -20.6565  22.4275  19.3802
C  -5.9443  11.7655  25.7987
C  -6.2806  16.6823  17.7598
C  -16.6521  13.0436  17.4046
H  -15.7184  26.9832  19.0269
H  -15.9622  14.8049  19.3005
H  -7.7219  15.0986  19.7146
H  -3.2955  13.1273  23.8271
H  -5.7655  12.7985  23.0576
H  -15.1633  22.5232  25.0597
H  -6.3537  14.6792  17.1208
H  -6.4289  18.8154  27.9261
H  -1.9589  19.8926  20.3473
H  -3.0280  14.0961  25.2717
H  -8.6386  20.2128  11.7416
H  -21.6635  20.1797  17.8725
H  -10.4495  21.3119  21.4642
H  -17.2590  23.0674  26.0554
H  -7.2567  18.1532  25.8678
H  -16.1002  25.6449  21.3400
H  -11.3908  23.7968  25.4635
H  -10.0711  22.7998  11.4542
H  -16.1232  25.4206  18.5166
H  -16.0686  21.1720  24.7542
H  -4.9378  25.6146  19.2941
H  -7.9441  26.2174  19.2145
H  -12.9107  19.0788  19.3880
H  -14.7478  13.9227  20.1796
H  -6.9029  13.8409  23.7693
H  -5.7563  20.3299  28.2826
H  -13.2409  13.9834  12.0354
H  -12.2137  21.0186  21.2420
H  -20.7338  23.5140  19.4207
H  -9.9233  24.7360  24.9514
H  -14.9729  24.4621  20.6353
H  -7.6429  13.6413  18.6297
H  -1.5420  19.2349  21.9153
H  -12.3340  20.6978  18.7878
H  -17.3661  23.2821  27.8182
H  -7.5561  19.7070  25.2928
H  -15.3661  22.0032  27.6547
H  -7.8363  21.5450  11.0256
H  -14.5190  14.6179  18.4263
H  -10.6014  26.3070  26.9662
H  -16.6786  14.0851  17.0842
H  -21.5848  21.9192  19.6409
H  -22.3020  21.6328  17.3982
H  -13.0568  13.9896  13.7847
H  -10.0923  20.3058  19.3908
H  -5.0763  20.5204  25.7699
H  -11.0723  12.6735  11.8130
H  -6.5361  16.9452  16.7333
H  -6.5107  18.6702  24.2927
H  -10.4553  27.7205  25.4350
H  -20.9954  20.9192  16.3640
H  -3.5325  14.8854  23.8681
H  -16.2634  12.2933  19.2923
H  -17.6225  12.6686  17.7300
H  -20.1867  22.8468  17.3762
H  -6.9048  17.2417  18.4566
H  -11.8296  19.3287  17.9147
H  -1.0709  21.8265  21.3053
H  -11.6932  12.0796  13.3408
H  -14.5118  21.0167  25.5685
H  -8.5284  15.0517  18.1622
H  -10.1606  23.9996  26.6308
H  -6.2533  24.9460  18.3829
H  -6.1173  25.2468  21.2234
H  -5.6062  14.6490  25.4073
H  -1.4767  21.3446  22.8688
H  -5.7032  26.6266  18.0866
H  -10.7055  21.1552  11.6930
H  -10.6256  26.5645  24.1265
H  -7.9721  25.1859  21.2904



> total energy of number 1 (C44H66O33)?

-4199.080714 a.u.



> What is the formula in the second record?

C44H67BN18O5